(1)
# C18H23N5O8P

The ion C18H23N5O8P with charge -1 in a non-equilibrium geometry (ωB97M-V/def2-TZVPD, OMol25).

Results
F_max (eV Å⁻¹): 1.5
Molecular weight (Da): 468.383
Energy relative to the best compared isomer or geometry (same formula, charge and spin) (eV): 0.015
Net charge: -1
Frontier orbital gap (Eh): 0.3403
Highest occupied orbital energy (Eh): -0.241

Atoms and positions in Å:
C (-5.481, -2.813, -0.440)
H (-5.637, -3.243, -1.427)
C (-4.043, -2.330, -0.286)
C (-3.791, -1.700, 1.091)
C (-4.587, -0.442, 1.259)
O (-5.565, -0.347, 1.971)
N (-4.226, 0.664, 0.519)
C (-3.194, 0.999, -0.330)
N (-3.473, 2.085, -1.062)
C (-2.581, 2.558, -1.913)
N (-1.369, 2.096, -2.155)
C (-1.074, 1.031, -1.417)
N (0.087, 0.326, -1.390)
C (-0.089, -0.663, -0.460)
N (-1.265, -0.646, 0.088)
C (-1.936, 0.407, -0.478)
H (0.669, -1.381, -0.208)
C (1.243, 0.687, -2.182)
O (1.838, -0.422, -2.774)
C (3.133, -0.683, -2.215)
C (3.322, -2.179, -1.955)
O (2.630, -2.620, -0.838)
P (3.262, -1.934, 0.565)
O (2.446, -2.367, 1.703)
O (4.740, -1.982, 0.475)
O (2.771, -0.356, 0.206)
C (3.260, 0.197, -0.961)
H (4.303, 0.516, -0.826)
C (2.323, 1.375, -1.320)
O (1.717, 1.943, -0.182)
C (2.535, 2.544, 0.702)
O (3.669, 2.853, 0.453)
C (1.812, 2.771, 2.001)
H (2.319, 3.560, 2.560)
C (1.808, 1.463, 2.812)
C (3.197, 1.090, 3.308)
H (3.604, 1.864, 3.958)
H (3.151, 0.151, 3.852)
H (3.870, 0.946, 2.467)
H (1.131, 1.587, 3.661)
H (1.433, 0.652, 2.187)
H (0.785, 3.068, 1.780)
H (2.858, 2.141, -1.896)
H (2.954, -2.737, -2.824)
H (4.397, -2.356, -1.820)
H (3.879, -0.357, -2.957)
H (0.851, 1.357, -2.962)
H (-2.883, 3.432, -2.476)
H (-4.918, 1.408, 0.556)
H (-2.726, -1.485, 1.183)
H (-4.100, -2.396, 1.872)
H (-3.358, -3.170, -0.407)
H (-3.814, -1.604, -1.068)
H (-6.179, -1.989, -0.307)
H (-5.708, -3.571, 0.306)

---

(2)
# C4H6O3P2

The ion C4H6O3P2 with charge -2 in a non-equilibrium geometry (ωB97M-V/def2-TZVPD, OMol25).

Results
F_max (eV Å⁻¹): 4.6
Molecular weight (Da): 164.037
Net charge: -2
Frontier orbital gap (alpha / beta) (Eh): 0.2124 / 0.2125
Highest occupied orbital energy (alpha / beta) (Eh): 0.029 / 0.029

Atoms and positions in Å:
C (-1.116, -1.015, 0.306)
C (0.214, -0.747, 0.525)
C (-2.249, 0.101, 0.078)
C (-1.553, 1.368, -0.446)
O (3.164, -0.137, 1.310)
O (3.826, 0.844, -1.005)
O (2.991, -1.538, -0.763)
P (0.877, 0.869, 0.418)
P (3.079, -0.152, -0.191)
H (-1.491, -1.999, 0.077)
H (1.034, -1.432, 0.722)
H (-3.033, -0.335, -0.582)
H (-2.540, 0.175, 1.060)
H (-1.352, 1.612, -1.558)
H (-1.851, 2.386, 0.048)

---

(3)
# C12H10N3ORuS4Sb

A structure of composition C12H10N3ORuS4Sb in a non-equilibrium geometry (ωB97M-V/def2-TZVPD, OMol25).

Results
F_max (eV Å⁻¹): 1.5
Molecular weight (Da): 563.330
Energy relative to the best compared isomer or geometry (same formula, charge and spin) (eV): 0.846
Net charge: -1
Frontier orbital gap (alpha / beta) (Eh): 0.2214 / 0.2008
Highest occupied orbital energy (alpha / beta) (Eh): -0.138 / -0.136
Multiplicity: 2

Atoms and positions in Å:
Ru (0.265, -0.601, 0.265)
O (-3.555, 0.926, 0.401)
C (-2.524, 0.241, 0.391)
N (-1.271, 0.646, 0.587)
C (-1.000, 2.057, 0.682)
C (0.428, 2.323, 0.280)
C (0.974, 3.592, 0.331)
C (2.287, 3.787, -0.072)
C (3.018, 2.704, -0.527)
C (2.415, 1.461, -0.545)
N (1.156, 1.265, -0.144)
C (-2.587, -1.240, 0.118)
C (-3.788, -1.926, 0.139)
C (-3.786, -3.287, -0.106)
C (-2.580, -3.921, -0.381)
C (-1.421, -3.171, -0.398)
N (-1.420, -1.856, -0.157)
H (-1.158, 2.435, 1.700)
H (-1.682, 2.621, 0.036)
H (0.369, 4.416, 0.685)
H (2.730, 4.775, -0.033)
H (4.047, 2.785, -0.845)
H (2.951, 0.595, -0.896)
H (-4.689, -1.366, 0.349)
H (-4.709, -3.853, -0.079)
H (-2.533, -4.984, -0.574)
H (-0.451, -3.610, -0.593)
S (5.262, -0.192, 0.599)
Sb (4.583, -2.076, -0.591)
S (1.642, -1.670, 1.844)
S (2.007, -2.265, -0.097)
S (5.019, -0.611, -2.372)

---

Electronic energy in eV, matching the order above: -52166.075; -28963.561; -71588.070